50
Properties=species:S:1:pos:R:3 method="wB97M-V/def2-TZVPD" de_lowest_kcal_mol=0.0 charge=-1 gap_ev=7.3 e_lumo_ha=0.0723
Tl 1.33 0.42 1.00
O -1.48 3.61 0.30
C -1.18 2.42 0.38
O -0.02 1.96 0.06
C -2.24 1.39 0.77
C -2.16 0.17 -0.16
C -3.45 -0.66 -0.06
C -3.27 -1.35 1.31
C -1.92 -0.78 1.76
O -1.21 -0.68 0.51
C -2.09 0.70 2.17
C -0.95 1.21 3.06
O -1.20 2.06 3.90
O 0.21 0.65 2.89
H -3.20 1.90 0.70
H -1.81 0.38 -1.16
H -4.34 -0.03 -0.11
H -3.50 -1.39 -0.87
H -4.06 -1.12 2.02
H -3.20 -2.43 1.21
H -1.34 -1.38 2.45
H -3.00 0.85 2.74
I 0.88 -4.89 1.79
C 0.80 -3.84 0.00
C 0.48 -4.52 -1.18
C 0.38 -3.86 -2.38
I -0.10 -4.96 -4.09
C 0.61 -2.46 -2.44
C 0.53 -1.67 -3.61
C 0.76 -0.32 -3.55
C 1.06 0.27 -2.31
N 1.15 -0.45 -1.22
C 0.94 -1.79 -1.24
C 1.05 -2.47 0.04
O 1.35 -1.83 1.11
H 0.30 -5.58 -1.14
H 0.29 -2.14 -4.55
H 0.70 0.30 -4.43
H 1.23 1.34 -2.21
N 1.84 4.13 0.48
C 2.57 3.31 -0.32
O 2.40 3.24 -1.53
C 3.65 2.48 0.36
C 3.14 1.56 1.47
H 0.91 4.32 0.14
H 1.84 3.91 1.47
H 4.40 3.17 0.77
H 4.12 1.90 -0.43
H 2.85 2.09 2.38
H 3.91 0.85 1.76